1.
{
  "formula": "C5H5NO",
  "method": "ωB97M-V/def2-TZVPD",
  "elements": ["C", "C", "C", "C", "C", "N", "O", "H", "H", "H", "H", "H"],
  "xyz": [[-0.6511, 1.1276, -1.5572], [0.0667, -0.9190, -0.9484], [0.1260, 1.2920, 0.6258], [0.4174, -1.9565, -0.2136], [0.1090, 0.7415, 1.7956], [-0.2363, -0.1416, -1.8321], [-0.3013, 1.7982, -0.4315], [-0.9491, 1.8842, -2.2562], [-0.2064, -2.8303, -0.1146], [1.4423, -1.8677, 0.2752], [-0.8348, 0.4491, 2.2532], [1.0176, 0.4225, 2.4037]],
  "forces_ev_per_angstrom": [[-0.145, 0.597, -0.422], [1.044, -2.916, 1.302], [2.309, -0.520, 0.787], [1.543, 1.127, 0.069], [0.264, -0.494, 1.107], [-0.790, 2.600, -0.542], [-1.512, -0.220, -0.197], [0.182, -0.471, -0.680], [-0.084, 0.049, 0.268], [-1.557, -0.513, -0.626], [-0.195, 0.165, 0.155], [-1.059, 0.595, -1.222]],
  "nbo_charge": [0.157, 0.368, 0.364, -0.616, -0.541, -0.463, -0.369, 0.184, 0.238, 0.239, 0.208, 0.231],
  "orbital_gap_ev": [7.965, 7.456],
  "total_energy_ha": -323.277604,
  "homo_ev": [-7.4, -7.3],
  "fmax_ev_per_a": 3.36
}

---

2.
{
  "formula": "C5H5NO",
  "method": "ωB97M-V/def2-TZVPD",
  "elements": ["O", "C", "C", "C", "C", "C", "N", "H", "H", "H", "H", "H"],
  "xyz": [[-1.3731, -1.5217, 1.2121], [-0.9265, -0.5067, 0.9230], [-0.1654, 0.6147, 0.6974], [1.3555, 0.6439, 0.6068], [0.6164, 0.4488, -0.6399], [0.6961, -0.8215, -1.2389], [0.7473, -1.8216, -1.8195], [-2.3058, -0.0779, -1.0146], [-0.6879, 1.5543, 0.8110], [1.9394, -0.1584, 1.0061], [1.6995, 1.6297, 0.8898], [-1.5957, 0.0162, -1.4333]],
  "forces_ev_per_angstrom": [[-0.038, 1.288, -0.829], [1.363, -1.229, 1.614], [-1.793, 0.048, -0.101], [0.198, -0.329, -0.269], [0.780, 0.844, -0.539], [-0.107, -0.390, -0.098], [0.014, 0.001, 0.059], [1.839, 0.252, -1.339], [-0.210, 0.025, 0.061], [0.177, -0.441, 0.460], [-0.017, 0.129, -0.100], [-2.207, -0.197, 1.082]],
  "nbo_charge": [-0.340, 0.892, -0.480, -0.322, -0.320, 0.191, -0.366, -0.037, 0.289, 0.220, 0.231, 0.041],
  "orbital_gap_ev": [7.380, 7.380],
  "total_energy_ha": -323.318714,
  "homo_ev": [-8.1, -8.1],
  "fmax_ev_per_a": 2.47
}

---

3.
{
  "formula": "C5H5NO2",
  "method": "ωB97M-V/def2-TZVPD",
  "elements": ["C", "C", "C", "C", "C", "N", "O", "O", "H", "H", "H", "H", "H"],
  "xyz": [[2.4879, -1.0922, 0.1731], [1.3660, -0.3324, -0.0241], [1.4439, 1.0888, -0.1388], [0.2144, 1.5583, 0.0247], [-0.7067, 0.4434, 0.0114], [-1.9127, 0.3728, 0.1441], [-2.5905, -0.9150, -0.1609], [0.0815, -0.7254, -0.0638], [2.5108, -2.1415, -0.1225], [3.5016, -0.8324, 0.2133], [2.4624, 1.4589, -0.3731], [-0.4315, 2.5518, 0.2213], [-3.4153, -0.5193, 0.5725]],
  "forces_ev_per_angstrom": [[-2.549, -1.426, -1.765], [3.034, -1.208, 0.089], [1.197, 1.001, 0.168], [-3.115, 3.516, 0.684], [4.055, -2.925, 0.262], [-4.173, 0.047, -0.876], [-2.470, 3.982, 4.745], [-0.543, -0.458, -0.366], [-0.869, -0.223, 0.863], [0.931, 1.693, 0.126], [-1.160, 0.545, 0.624], [2.530, -1.845, -0.932], [3.130, -2.699, -3.623]],
  "nbo_charge": [-0.480, 0.281, -0.211, -0.242, 0.439, -0.217, -0.538, -0.455, 0.210, 0.211, 0.247, 0.259, 0.495],
  "smiles": "C=C1C=C/C(=N/O)O1",
  "orbital_gap_ev": 8.427,
  "total_energy_ha": -398.579731,
  "homo_ev": -8.5,
  "fmax_ev_per_a": 6.67
}

---

4.
{
  "formula": "C5H5NO2",
  "method": "ωB97M-V/def2-TZVPD",
  "elements": ["C", "C", "C", "C", "C", "H", "H", "H", "H", "H", "N", "O", "O"],
  "xyz": [[-0.7896, 0.2514, 0.6055], [-0.4157, -1.2234, 0.4723], [0.9456, -0.5939, -0.1286], [1.0746, 1.2992, -0.9419], [0.2346, 0.5647, -0.3042], [-2.8802, -0.4099, 0.2585], [-0.6495, 0.6959, 1.7437], [-0.8944, -1.6055, -0.5921], [-0.7350, -2.1921, 1.4271], [1.6618, 2.4047, -0.9745], [2.2435, -0.5684, -0.6014], [-2.0977, 0.6752, 0.1044], [2.3020, 0.7020, -1.0689]],
  "forces_ev_per_angstrom": [[-4.495, 1.169, 3.292], [-0.742, -4.196, -0.652], [2.520, -3.064, -0.203], [6.322, 7.458, -1.171], [1.171, 0.671, 0.032], [3.484, 5.041, -0.622], [-0.173, -1.143, -2.861], [0.770, 0.697, 2.947], [1.552, 3.333, -2.980], [-3.505, -2.008, -0.363], [-3.486, -1.309, 1.855], [-2.705, -5.575, 1.368], [-0.713, -1.073, -0.643]],
  "nbo_charge": [0.073, -0.418, 0.169, 0.166, -0.280, 0.445, 0.197, 0.242, 0.237, 0.237, -0.117, -0.680, -0.273],
  "orbital_gap_ev": 9.965,
  "total_energy_ha": -398.430992,
  "homo_ev": -10.0,
  "fmax_ev_per_a": 9.85
}

---

5.
{
  "formula": "C5H5NO2",
  "method": "ωB97M-V/def2-TZVPD",
  "elements": ["O", "C", "C", "O", "C", "C", "C", "N", "H", "H", "H", "H", "H"],
  "xyz": [[1.3189, -1.1116, 1.4623], [0.7035, -0.5032, 0.5666], [-0.8066, 0.0025, 0.5863], [-1.5054, -0.0838, 1.5623], [-0.9488, 0.5160, -0.8145], [0.2477, 1.4366, -0.8635], [1.0961, 0.1132, -0.7770], [-0.0956, -0.5918, -1.3808], [-1.9436, 0.5586, -1.3244], [0.2500, 2.0353, -1.7737], [0.2110, 2.2572, -0.0610], [2.1095, 0.0148, -1.0939], [-0.2164, -0.5509, -2.4656]],
  "forces_ev_per_angstrom": [[-1.934, 1.900, -3.310], [1.377, -0.168, 3.134], [-0.254, -1.484, 2.416], [0.078, 0.427, -1.149], [-0.362, -1.605, -0.395], [-0.239, 2.620, 1.076], [-1.537, 0.542, 0.323], [-0.557, -0.759, -3.832], [0.863, 0.637, 0.854], [0.601, -0.567, -0.447], [0.624, -1.321, -0.614], [0.436, -0.204, -0.527], [0.905, -0.018, 2.471]],
  "nbo_charge": [-0.484, 0.496, 0.493, -0.468, -0.183, -0.413, -0.162, -0.592, 0.239, 0.234, 0.219, 0.235, 0.387],
  "smiles": "O=C1C(=O)[C@H]2C[C@@H]1N2",
  "orbital_gap_ev": 9.210,
  "total_energy_ha": -398.654570,
  "homo_ev": -9.1,
  "fmax_ev_per_a": 4.28
}

---

6.
{
  "formula": "C5H5NO2",
  "method": "ωB97M-V/def2-TZVPD",
  "elements": ["C", "C", "C", "C", "C", "H", "H", "H", "H", "H", "N", "O", "O"],
  "xyz": [[0.1374, -0.4335, -0.3487], [0.4351, 1.1138, -0.2937], [0.0242, 0.9613, 1.0385], [-0.5377, -0.4428, 1.0289], [-0.6929, -0.4540, -1.5584], [0.9520, -1.9809, -0.6988], [-0.0486, 1.8473, -0.9733], [1.4579, 1.2614, -0.0331], [-0.1980, -1.2295, 1.7895], [-1.4990, -0.5400, 1.2954], [-1.2319, -0.6722, -2.6039], [1.2414, -1.0899, -0.6742], [-0.0398, 1.6589, 2.0318]],
  "forces_ev_per_angstrom": [[-2.857, 2.870, -3.519], [0.703, -0.200, -0.787], [-4.096, 1.306, 7.303], [5.214, -1.397, 0.485], [-3.634, -2.468, -4.893], [0.356, -1.939, -0.287], [0.537, -0.671, 0.527], [1.575, 0.437, -1.187], [0.777, 1.201, -1.081], [-4.148, 0.258, -0.563], [2.149, 1.268, 4.410], [2.582, -1.049, 0.811], [0.842, 0.383, -1.220]],
  "nbo_charge": [0.176, -0.537, 0.593, -0.563, 0.232, 0.478, 0.282, 0.271, 0.252, 0.265, -0.311, -0.635, -0.503],
  "orbital_gap_ev": 10.548,
  "total_energy_ha": -398.632913,
  "homo_ev": -10.1,
  "fmax_ev_per_a": 8.47
}

---

7.
{
  "formula": "C5H5NO2",
  "method": "ωB97M-V/def2-TZVPD",
  "elements": ["C", "C", "C", "O", "N", "C", "C", "O", "H", "H", "H", "H", "H"],
  "xyz": [[0.5811, -2.7715, 1.6302], [0.0852, -1.6716, 1.4099], [-0.2520, -0.2615, 1.6695], [-1.0112, 0.4215, 0.5205], [-0.0550, 0.8222, -0.3081], [-0.5511, 1.1229, -1.4117], [0.4124, 1.5779, -2.3878], [0.2308, 1.9119, -3.5995], [0.8726, -3.8622, 1.7082], [0.7359, 0.2582, 1.8797], [-0.8951, -0.3354, 2.4823], [-1.5959, 1.1364, -1.5240], [1.4425, 1.6512, -2.0692]],
  "forces_ev_per_angstrom": [[-0.819, -0.168, -0.750], [1.424, -1.782, 0.625], [1.013, 0.149, -2.372], [1.121, -1.659, 3.587], [1.106, -0.407, 0.352], [0.338, 1.096, -1.514], [0.378, 1.591, -5.028], [-0.358, -1.230, 3.995], [-0.448, 2.173, -0.114], [-1.603, -0.145, -0.329], [-1.279, 0.750, 1.469], [-1.293, -0.163, -0.644], [0.420, -0.205, 0.723]],
  "nbo_charge": [-0.206, -0.066, -0.145, -0.349, -0.052, -0.086, 0.357, -0.517, 0.260, 0.239, 0.221, 0.203, 0.139],
  "smiles": "C#CCO/N=C/C=O",
  "orbital_gap_ev": 10.017,
  "total_energy_ha": -398.570102,
  "homo_ev": -10.1,
  "fmax_ev_per_a": 5.29
}

---

8.
{
  "formula": "C5H5NO2",
  "method": "ωB97M-V/def2-TZVPD",
  "elements": ["C", "C", "C", "C", "C", "H", "H", "H", "H", "H", "N", "O", "O"],
  "xyz": [[-0.5073, 0.1880, 0.9474], [-0.9627, 1.5878, 0.1566], [0.0027, -0.6254, -0.6648], [1.1325, -1.3784, -0.1170], [0.9608, 0.2172, 0.4467], [-1.4236, 2.5234, 0.7932], [-1.0330, -1.0970, -0.1860], [2.1273, -1.4229, -0.7192], [1.0609, -2.1622, 0.7310], [1.5257, 1.0412, 0.0738], [-1.0365, 1.5087, -1.2696], [-1.2981, -0.7089, 1.5978], [-0.5487, 0.3284, -1.7901]],
  "forces_ev_per_angstrom": [[-1.636, 0.483, 0.946], [-2.182, -0.668, -2.468], [-4.490, 1.085, 0.505], [4.383, 1.953, 0.290], [-4.096, -6.356, 0.338], [1.238, -2.394, -2.278], [2.811, 1.207, -1.914], [-1.955, -0.146, 1.040], [-0.599, 1.283, -1.960], [-0.147, 0.409, -0.408], [0.798, -0.083, 6.711], [4.008, 4.819, -1.934], [1.868, -1.593, 1.133]],
  "nbo_charge": [0.443, -0.118, -0.010, -0.427, -0.242, 0.256, 0.370, 0.251, 0.288, 0.262, -0.046, -0.701, -0.324],
  "orbital_gap_ev": 9.556,
  "total_energy_ha": -398.411820,
  "homo_ev": -9.5,
  "fmax_ev_per_a": 7.57
}

---

9.
{
  "formula": "C5H5NO3",
  "method": "ωB97M-V/def2-TZVPD",
  "elements": ["C", "C", "C", "O", "C", "O", "C", "N", "O", "H", "H", "H", "H", "H"],
  "xyz": [[1.1373, -1.4223, 1.9639], [1.3016, -0.7121, 1.0027], [1.7281, -0.2870, -0.3993], [1.0614, 0.9227, -0.6323], [-0.1756, 0.9310, 0.1758], [-0.4718, 1.9657, 0.7086], [-1.2875, 0.0243, -0.4357], [-2.2262, 0.7785, -1.0163], [-1.2555, -1.1863, -0.3974], [1.1463, -2.0662, 2.8003], [2.7951, -0.0450, -0.3390], [1.4331, -1.0627, -1.1102], [-3.1200, 0.3792, -1.2645], [-2.0664, 1.7802, -1.0566]],
  "forces_ev_per_angstrom": [[0.428, 0.641, -0.605], [1.121, -1.589, -0.910], [-0.378, -0.269, 2.409], [-2.358, 0.560, 1.227], [0.446, 3.153, -2.990], [0.630, -1.388, 0.303], [0.904, -1.426, 0.812], [-0.244, 0.861, -0.135], [-0.243, 0.306, -0.101], [-0.361, -0.030, 0.429], [-0.141, -0.441, -0.448], [0.361, 0.010, 0.027], [0.298, 0.017, -0.147], [-0.463, -0.405, 0.129]],
  "nbo_charge": [-0.160, -0.093, -0.121, -0.539, 0.707, -0.503, 0.576, -0.796, -0.578, 0.239, 0.221, 0.217, 0.416, 0.415],
  "smiles": "C#CCOC(=O)C(N)=O",
  "orbital_gap_ev": 9.864,
  "total_energy_ha": -473.898393,
  "homo_ev": -10.0,
  "fmax_ev_per_a": 4.37
}

---

10.
{
  "formula": "C5H5NO3",
  "method": "ωB97M-V/def2-TZVPD",
  "elements": ["C", "C", "C", "O", "C", "O", "H", "H", "H", "H", "N", "C", "O", "H"],
  "xyz": [[0.7639, 2.3456, -0.3049], [0.0252, 1.2414, -0.1805], [-0.0104, 0.1559, -1.3134], [0.8140, -0.0635, -2.1920], [-1.1036, -0.8183, -1.2057], [-1.8362, -0.9930, -0.2615], [0.5428, 3.0485, 0.5331], [1.2339, 2.6409, -1.2536], [-0.6492, 0.9812, 0.5428], [-1.1232, -1.5008, -2.0584], [-0.0957, -1.9092, 2.5787], [0.5999, -1.9893, 1.5875], [1.2764, -2.1111, 0.6476], [-0.4378, -1.0282, 2.8803]],
  "forces_ev_per_angstrom": [[-1.906, 0.381, 0.895], [2.092, -1.080, -4.455], [2.054, 1.682, 0.733], [-0.940, 0.837, 1.074], [-1.352, -1.738, 0.172], [0.372, 0.593, -0.080], [0.972, -0.097, -0.968], [0.196, -0.287, 0.803], [-1.326, -0.136, 2.227], [-0.112, -0.163, -0.410], [0.501, -0.836, -0.476], [-0.004, 0.496, 0.008], [-0.181, -0.259, 0.160], [-0.366, 0.606, 0.317]],
  "nbo_charge": [-0.306, -0.303, 0.430, -0.470, 0.343, -0.483, 0.210, 0.229, 0.215, 0.133, -0.774, 0.870, -0.507, 0.414],
  "smiles": "C=CC(=O)C=O.N=C=O",
  "orbital_gap_ev": 9.028,
  "total_energy_ha": -473.939056,
  "homo_ev": -10.1,
  "fmax_ev_per_a": 5.04
}

---

What did the fifth record say?
{
  "formula": "C5H5NO2",
  "method": "ωB97M-V/def2-TZVPD",
  "elements": ["O", "C", "C", "O", "C", "C", "C", "N", "H", "H", "H", "H", "H"],
  "xyz": [[1.3189, -1.1116, 1.4623], [0.7035, -0.5032, 0.5666], [-0.8066, 0.0025, 0.5863], [-1.5054, -0.0838, 1.5623], [-0.9488, 0.5160, -0.8145], [0.2477, 1.4366, -0.8635], [1.0961, 0.1132, -0.7770], [-0.0956, -0.5918, -1.3808], [-1.9436, 0.5586, -1.3244], [0.2500, 2.0353, -1.7737], [0.2110, 2.2572, -0.0610], [2.1095, 0.0148, -1.0939], [-0.2164, -0.5509, -2.4656]],
  "forces_ev_per_angstrom": [[-1.934, 1.900, -3.310], [1.377, -0.168, 3.134], [-0.254, -1.484, 2.416], [0.078, 0.427, -1.149], [-0.362, -1.605, -0.395], [-0.239, 2.620, 1.076], [-1.537, 0.542, 0.323], [-0.557, -0.759, -3.832], [0.863, 0.637, 0.854], [0.601, -0.567, -0.447], [0.624, -1.321, -0.614], [0.436, -0.204, -0.527], [0.905, -0.018, 2.471]],
  "nbo_charge": [-0.484, 0.496, 0.493, -0.468, -0.183, -0.413, -0.162, -0.592, 0.239, 0.234, 0.219, 0.235, 0.387],
  "smiles": "O=C1C(=O)[C@H]2C[C@@H]1N2",
  "orbital_gap_ev": 9.210,
  "total_energy_ha": -398.654570,
  "homo_ev": -9.1,
  "fmax_ev_per_a": 4.28
}